# 1
Molecular formula: CH3Cl2OP
Method: DFT, ωB97M-V with the def2-TZVPD basis set

calculated total energy	-37465.8854	eV
net charge	0
LUMO level (spin up / spin down)	-1.439 / -2.243	eV
frontier orbital gap (spin up / spin down)	8.351 / 7.807	eV

The geometry in XYZ format:
```
8
CH3Cl2OP, DFT ωB97M-V with the def2-TZVPD basis set
C -0.14 0.02 -0.05
O -1.03 -0.60 3.42
P 0.06 0.03 2.75
Cl 0.31 1.90 3.45
Cl 1.81 -0.80 3.43
H 0.32 -0.96 -0.39
H -1.15 -0.16 0.29
H 0.07 0.95 -0.67
```


# 2
Molecular formula: C6H13N2S
Method: DFT, ωB97M-V with the def2-TZVPD basis set

calculated total energy	-20239.5972	eV
net charge	+1
SMILES string	CC[C@@]1(C)NC(=S)C[NH2+]1
LUMO level	-3.469	eV
frontier orbital gap	8.643	eV

The geometry in XYZ format:
```
22
C6H13N2S, DFT ωB97M-V with the def2-TZVPD basis set
C -1.82 1.80 0.28
C -1.32 0.31 0.73
C -0.29 -0.21 -0.06
C -0.59 -0.58 -1.54
N 1.07 0.84 0.01
C 2.15 0.09 -0.02
S 3.65 0.65 -0.28
C 1.88 -1.27 0.41
N 0.39 -1.34 0.66
H -2.41 1.76 -0.57
H -1.06 2.55 0.11
H -2.59 2.17 1.09
H -2.26 -0.19 0.70
H -1.02 0.54 1.75
H 0.00 -1.53 -1.65
H -0.07 0.01 -2.33
H -1.68 -0.45 -1.57
H 1.16 1.75 -0.50
H 2.24 -1.93 -0.44
H 2.42 -1.47 1.39
H 0.10 -2.18 0.18
H 0.06 -1.32 1.65
```


# 3
Molecular formula: C4H9NO
Method: DFT, ωB97M-V with the def2-TZVPD basis set

calculated total energy	-7829.9024	eV
net charge	0
SMILES string	C/C=N/C=O.C
LUMO level	-0.073	eV
frontier orbital gap	9.921	eV

The geometry in XYZ format:
```
15
C4H9NO, DFT ωB97M-V with the def2-TZVPD basis set
C -1.34 0.06 -1.17
C -0.93 -0.10 0.25
N -0.14 -1.03 0.63
C 0.05 -1.20 2.02
O -0.65 -0.70 2.87
H -2.33 -0.42 -1.21
H -0.68 -0.44 -1.88
H -1.49 1.11 -1.47
H -1.42 0.54 0.99
H 0.88 -1.88 2.26
C 1.58 0.80 -0.66
H 0.96 1.66 -1.01
H 2.27 0.60 -1.48
H 2.15 1.21 0.18
H 1.10 -0.20 -0.33
```


# 4
Molecular formula: C36H34AsClCsN4O5PS
Method: DFT, ωB97M-V with the def2-TZVPD basis set

calculated total energy	-148114.7146	eV
net charge	-2
LUMO level	3.328	eV
frontier orbital gap	3.456	eV

The geometry in XYZ format:
```
84
C36H34AsClCsN4O5PS, DFT ωB97M-V with the def2-TZVPD basis set
Cs 1.66 -1.17 -0.06
N 4.82 3.80 0.33
C 4.07 2.71 0.65
S 3.09 1.98 -0.49
N 4.17 2.46 2.03
N 3.34 1.54 2.51
C 3.58 1.29 3.81
C 2.93 0.30 4.56
C 3.47 0.12 5.82
C 2.77 -0.60 6.81
C 1.47 -1.00 6.50
C 0.95 -0.92 5.23
C 1.74 -0.51 4.14
O 1.58 -0.77 2.91
H 4.74 4.12 -0.65
H 5.59 4.14 0.92
H 4.39 1.81 4.32
H 4.49 0.45 6.04
H 3.22 -0.85 7.75
H 0.85 -1.50 7.28
H -0.06 -1.24 5.00
O -3.01 -3.39 -0.85
C -1.74 -3.11 -0.53
O -1.37 -2.04 -0.11
C -0.84 -4.33 -0.74
C -1.24 -5.64 -0.43
C -0.25 -6.61 -0.64
C 0.96 -6.32 -1.30
C 1.20 -4.97 -1.67
N 0.33 -4.03 -1.27
C 2.51 -4.43 -2.23
O 3.18 -5.18 -3.00
O 2.90 -3.26 -1.87
H -3.64 -2.64 -0.82
H -2.17 -5.89 0.00
H -0.38 -7.66 -0.31
H 1.64 -7.09 -1.64
Cl -1.14 1.40 -2.49
C -2.88 1.26 -2.29
C -3.64 1.08 -3.42
C -5.05 1.22 -3.33
C -5.61 1.64 -2.09
C -4.82 1.74 -0.97
C -3.41 1.63 -1.06
P -2.15 1.66 0.21
C -3.17 1.62 1.66
C -3.32 2.77 2.43
C -3.95 2.71 3.67
C -4.40 1.51 4.19
C -4.21 0.34 3.44
C -3.72 0.41 2.13
C -1.31 3.22 0.08
C -1.50 4.19 -0.93
C -0.71 5.33 -1.00
C 0.30 5.49 -0.07
C 0.61 4.48 0.83
C -0.25 3.40 0.98
H -3.21 0.80 -4.39
H -5.68 1.03 -4.16
H -6.69 1.79 -2.01
H -5.32 1.92 -0.03
H -3.05 3.73 2.01
H -4.02 3.61 4.30
H -4.83 1.41 5.18
H -4.65 -0.58 3.83
H -3.65 -0.45 1.55
H -2.31 4.04 -1.68
H -0.92 6.07 -1.78
H 0.90 6.37 -0.11
H 1.57 4.53 1.36
H -0.15 2.73 1.85
C 4.31 -2.58 -4.93
As 2.90 -1.43 -4.20
C 1.29 -2.58 -4.36
C 2.60 -0.24 -5.87
H 4.04 -2.91 -5.94
H 4.44 -3.42 -4.22
H 5.18 -1.97 -4.99
H 0.69 -2.24 -5.22
H 0.69 -2.51 -3.41
H 1.65 -3.62 -4.46
H 3.33 -0.52 -6.63
H 2.75 0.77 -5.48
H 1.56 -0.41 -6.19
```


Which of these has the lowest calculated total energy?
C36H34AsClCsN4O5PS


Number 4 is which compound?
C36H34AsClCsN4O5PS


The lowest net charge belongs to which entry?
C36H34AsClCsN4O5PS


Look up the net charge of the first one.
0